(1)
78
Properties=species:S:1:pos:R:3:lowdin_spin:R:1 method="wB97M-V/def2-TZVPD" gap_ev="6.5 / 6.7" total_energy_ha=-1742.47361 largest_force_ev_per_a=4.0 mol_weight_da=579.68 charge=+1 multiplicity=4
C 1.2808 -2.1156 0.2399 -0.011
C 1.8009 -1.5384 -0.9468 0.042
C 0.8155 -1.6174 -1.9686 0.020
C -0.3754 -2.2357 -1.4174 0.026
C -0.0885 -2.5421 -0.0092 -0.005
Tc -0.6725 -0.5259 -0.1974 1.698
C -3.0670 1.0298 -1.8529 0.056
C -2.8339 0.6163 -0.5495 0.010
H -2.7296 1.3677 0.2517 0.003
C -2.7264 -0.7986 -0.1179 0.000
H -3.2288 -1.4212 -0.8725 0.002
H -3.1105 -1.0362 0.9013 -0.001
C -3.3262 2.5110 -2.0632 0.010
H -2.7383 3.2190 -1.4399 0.001
H -3.0430 2.8617 -3.0680 0.001
H -4.3779 2.7852 -1.9096 0.003
C -2.8349 0.1300 -3.0155 0.017
H -1.8792 -0.4319 -3.0259 0.006
H -3.6440 -0.5893 -3.1906 0.003
H -2.6856 0.6949 -3.9482 0.000
C 3.1713 -1.0006 -1.1030 0.009
H 3.4721 -0.4290 -0.2155 0.001
H 3.9109 -1.8028 -1.2410 0.003
H 3.2390 -0.3259 -1.9609 0.000
C 1.0284 -1.2966 -3.3967 0.004
H 1.5448 -0.3374 -3.5076 0.000
H 1.6389 -2.0704 -3.8870 0.001
H 0.0778 -1.2335 -3.9360 0.000
C -1.4275 -2.9380 -2.2051 0.008
H -1.5578 -2.4802 -3.1876 0.000
H -1.1241 -3.9828 -2.3526 0.001
H -2.3890 -2.9366 -1.6886 0.001
C -0.8022 -3.6074 0.7586 0.003
H -1.8441 -3.6893 0.4401 0.000
H -0.3262 -4.5885 0.6111 -0.002
H -0.7862 -3.3928 1.8285 -0.001
C 2.0623 -2.4391 1.4534 -0.004
H 1.4007 -2.6542 2.2973 0.000
H 2.7115 -3.3160 1.2988 -0.002
H 2.7088 -1.6016 1.7453 -0.001
C 1.2202 1.7055 -1.6608 0.640
C 0.0828 2.2240 -2.3296 0.108
C 2.4920 2.2548 -2.0955 0.104
C 0.1372 2.2577 -3.7502 0.032
H -1.0473 2.2662 -2.2941 0.011
C 2.5817 2.5664 -3.5575 0.030
H 3.3819 2.4903 -1.4125 0.008
C 1.3964 2.4544 -4.3333 0.029
H -0.8101 2.1682 -4.2647 0.002
H 3.4950 2.8423 -4.1255 0.004
H 1.3398 2.5328 -5.5078 0.003
C -2.2362 0.7026 2.7672 0.005
P -0.6732 0.2233 1.9396 0.043
C 0.2641 1.8072 1.9074 0.027
C -0.4145 3.0344 1.8651 0.009
C 0.2883 4.2194 1.6465 0.000
C 1.6771 4.1912 1.4803 0.009
C 2.3575 2.9737 1.5256 0.008
C 1.6593 1.7827 1.7209 0.026
C 0.0466 -0.7222 3.3582 0.002
C 1.1848 -0.3286 4.0796 -0.001
C 1.7475 -1.1871 5.0301 0.000
C 1.1312 -2.4036 5.3346 -0.001
C -0.0702 -2.7507 4.7088 0.000
C -0.6234 -1.9059 3.7446 -0.001
H -2.9048 1.2574 2.1039 0.000
H -1.9907 1.3257 3.6366 0.000
H -2.7536 -0.2018 3.1086 0.000
H -1.4973 3.0680 2.0006 0.000
H -0.2547 5.1657 1.6047 0.000
H 2.2243 5.1207 1.3083 0.000
H 3.4424 2.9397 1.3985 0.000
H 2.1932 0.8289 1.7079 0.000
H 1.6338 0.6495 3.9085 0.000
H 2.6672 -0.8949 5.5387 0.000
H 1.5720 -3.0726 6.0755 0.000
H -0.5883 -3.6753 4.9738 0.000
H -1.5968 -2.1506 3.3064 0.000

=====

(2)
95
Properties=species:S:1:pos:R:3:lowdin_charge:R:1 method="wB97M-V/def2-TZVPD" gap_ev=7.6 total_energy_ha=-4936.38006 largest_force_ev_per_a=1.9 mol_weight_da=923.21 charge=+1 e_above_lowest_kcal_mol=4.16
Zr -0.0400 0.1360 0.0406 1.553
C 1.1128 -0.8572 -3.6429 -0.014
C 0.3714 -2.1156 -3.1999 -0.570
C -0.7794 -2.3871 -4.1677 -0.015
C 1.3475 -3.2956 -3.2469 -0.020
O -0.1238 -1.8787 -1.8239 -0.265
Si -1.1291 -2.9057 -0.9459 -0.126
S -1.4892 -1.8077 0.8087 0.414
O -2.4410 -3.2818 -1.8029 -0.138
C -3.8806 -3.3955 -1.8075 -0.610
C -4.4259 -3.7091 -0.4184 -0.027
C -4.4790 -2.0850 -2.3101 -0.024
C -4.2153 -4.5200 -2.7808 -0.016
O -0.1634 -4.1904 -0.6828 -0.159
C -0.4000 -5.5027 -0.1306 -0.622
C 0.9577 -6.0468 0.2967 -0.024
C -0.9908 -6.3839 -1.2273 -0.008
C -1.3346 -5.4139 1.0689 -0.028
H 1.7426 -1.0965 -4.5000 0.103
H 1.7511 -0.4926 -2.8400 0.067
H 0.4198 -0.0721 -3.9421 0.084
H -0.3932 -2.3621 -5.1865 0.102
H -1.5532 -1.6269 -4.0691 0.076
H -1.2216 -3.3639 -3.9812 0.086
H 1.5297 -3.5545 -4.2894 0.100
H 0.9298 -4.1613 -2.7408 0.074
H 2.3107 -3.0415 -2.7980 0.085
H -4.0025 -3.0276 0.3192 0.052
H -4.1964 -4.7351 -0.1293 0.081
H -5.5094 -3.5902 -0.4195 0.098
H -4.3999 -1.3048 -1.5508 0.064
H -5.5358 -2.2314 -2.5332 0.099
H -3.9797 -1.7592 -3.2242 0.085
H -3.7231 -5.4440 -2.4799 0.072
H -3.8876 -4.2624 -3.7889 0.092
H -5.2913 -4.6947 -2.7941 0.097
H 1.6622 -5.9654 -0.5326 0.087
H 0.8694 -7.0968 0.5766 0.095
H 1.3400 -5.4857 1.1495 0.077
H -0.2667 -6.5244 -2.0315 0.093
H -1.8787 -5.9092 -1.6426 0.060
H -1.2607 -7.3611 -0.8264 0.097
H -0.9205 -4.7384 1.8188 0.079
H -1.4782 -6.3981 1.5142 0.100
H -2.3039 -5.0193 0.7630 0.057
B 0.8749 2.6911 -2.3120 -0.412
N 1.9958 1.7463 -1.7716 -0.077
C 3.2716 1.9769 -2.0776 -0.056
C 4.0856 1.2666 -1.2084 -0.016
C 3.2022 0.5994 -0.3817 -0.149
N 1.9288 0.8851 -0.7222 -0.161
N -0.4695 1.9336 -2.4774 -0.052
C -1.4417 2.2779 -3.3158 -0.038
C -2.4508 1.3232 -3.2566 -0.008
C -1.9974 0.3983 -2.3345 -0.180
N -0.7954 0.7780 -1.8594 -0.149
H 1.2308 3.0495 -3.3966 0.085
H 0.7246 3.6091 -1.5485 0.071
H 3.5329 2.6328 -2.8905 0.134
H 5.1604 1.2425 -1.1840 0.107
H 3.4487 -0.0369 0.4484 0.104
H -1.3617 3.1649 -3.9223 0.140
H -3.3709 1.3053 -3.8136 0.112
H -2.4446 -0.5238 -2.0189 0.060
Cl 1.2157 2.8581 1.2361 0.786
C -0.4547 3.1439 0.8735 -0.701
C -1.2046 2.0078 0.5658 -0.351
C -2.5894 2.2437 0.4813 -0.697
Cl -3.6533 0.8867 0.4287 0.704
C -3.1555 3.5103 0.5849 -0.707
Cl -4.8527 3.7152 0.4589 0.712
C -2.3338 4.6122 0.8182 -0.698
Cl -3.0136 6.1749 0.9773 0.722
C -0.9656 4.4269 0.9857 -0.708
Cl 0.0660 5.7536 1.3242 0.719
C 3.1501 -3.1630 0.6289 -0.019
C 3.4774 -3.0950 1.9719 -0.016
C 2.8498 -2.1461 2.7591 0.017
C 1.9228 -1.2856 2.1850 -0.214
N 1.5744 -1.3840 0.8893 -0.045
C 2.1890 -2.3009 0.1387 -0.118
C 1.2385 -0.2519 2.9866 -0.217
C 1.7254 0.1508 4.2244 0.009
C 0.9780 1.0223 4.9953 -0.016
C -0.2550 1.4370 4.5202 -0.011
C -0.6426 1.0367 3.2566 -0.121
N 0.1009 0.2484 2.4748 -0.037
H 3.6229 -3.8802 -0.0255 0.123
H 4.2033 -3.7722 2.4015 0.124
H 3.0704 -2.0849 3.8139 0.116
H 1.9011 -2.3384 -0.8975 0.088
H 2.6826 -0.2025 4.5773 0.116
H 1.3451 1.3573 5.9558 0.124
H -0.8947 2.0811 5.1058 0.123
H -1.5871 1.3671 2.8497 0.113

=====

(3)
85
Properties=species:S:1:pos:R:3:lowdin_charge:R:1 method="wB97M-V/def2-TZVPD" gap_ev=6.1 total_energy_ha=-2928.69179 largest_force_ev_per_a=0.4 mol_weight_da=618.48 charge=+2 e_above_lowest_kcal_mol=4.29
Ti -0.2838 0.2721 0.1260 1.156
C -2.7278 4.3168 -5.0087 -0.025
C -1.4885 3.4521 -5.2898 -0.553
C -0.3449 4.3549 -5.7492 -0.051
C -1.8034 2.4332 -6.3969 -0.023
C -1.1298 2.6801 -4.0310 -0.102
C 0.1204 2.7595 -3.4219 0.049
C 0.3754 2.0323 -2.2790 -0.053
N -0.5389 1.2234 -1.7266 -0.016
C -1.7563 1.1126 -2.3077 -0.163
C -2.0728 1.8308 -3.4350 0.076
C -2.6902 0.1899 -1.6181 -0.159
C -3.9348 -0.1378 -2.1007 0.076
C -4.7715 -1.0131 -1.3962 -0.104
C -4.2796 -1.5190 -0.1973 0.048
C -3.0206 -1.1594 0.2357 -0.053
N -2.2288 -0.3255 -0.4521 0.005
C -6.1388 -1.3701 -1.9527 -0.553
C -6.9532 -0.0759 -2.1144 -0.024
C -5.9448 -2.0392 -3.3236 -0.023
C -6.8970 -2.3254 -1.0337 -0.051
H -2.9791 4.8830 -5.9052 0.100
H -2.5416 5.0280 -4.2026 0.099
H -3.6015 3.7186 -4.7472 0.081
H -0.6562 4.8974 -6.6410 0.099
H 0.5472 3.7843 -6.0131 0.095
H -0.0794 5.0959 -4.9929 0.096
H -2.0629 2.9668 -7.3111 0.101
H -2.6482 1.7939 -6.1358 0.083
H -0.9419 1.7984 -6.6088 0.099
H 0.9006 3.3895 -3.8200 0.123
H 1.3333 2.0943 -1.7775 0.132
H -3.0580 1.7416 -3.8679 0.119
H -4.2705 0.2812 -3.0375 0.119
H -4.8629 -2.1964 0.4074 0.122
H -2.6187 -1.5440 1.1631 0.110
H -6.4853 0.6206 -2.8115 0.082
H -7.0889 0.4312 -1.1581 0.099
H -7.9390 -0.3211 -2.5090 0.100
H -5.4529 -1.3779 -4.0383 0.083
H -6.9195 -2.2999 -3.7355 0.100
H -5.3579 -2.9551 -3.2406 0.098
H -7.0786 -1.8888 -0.0499 0.095
H -6.3744 -3.2756 -0.9086 0.095
H -7.8681 -2.5463 -1.4748 0.099
C 2.4851 -1.4107 3.4561 0.010
C 1.8076 -2.3712 2.4977 -0.427
C 2.3521 -3.7743 2.6482 0.014
O 2.1691 -1.9010 1.1391 0.149
B 1.1701 -1.1675 0.6734 -0.512
O -0.0170 -1.2267 1.4398 -0.097
C 0.2378 -2.2811 2.5226 -0.378
C -0.3595 -1.7548 3.8017 0.017
C -0.4614 -3.5275 2.0306 0.008
H 3.5583 -1.4364 3.2763 0.110
H 2.3075 -1.7046 4.4909 0.109
H 2.1377 -0.3857 3.3200 0.093
H 3.4379 -3.7393 2.5836 0.109
H 1.9847 -4.4452 1.8760 0.097
H 2.0883 -4.1812 3.6259 0.113
H 0.0331 -0.7778 4.0720 0.098
H -0.1413 -2.4550 4.6097 0.119
H -1.4437 -1.6867 3.7107 0.100
H -0.1139 -3.8318 1.0440 0.112
H -1.5389 -3.3662 1.9949 0.089
H -0.2766 -4.3459 2.7252 0.112
C 8.4016 6.0641 2.5626 -0.062
C 7.1583 5.2698 2.2807 -0.711
O 6.8745 4.7813 1.2284 0.051
S 6.0690 5.2040 3.7359 1.043
C 4.6777 4.3430 3.0787 -0.506
C 4.8180 3.0986 2.4604 -0.062
C 3.7062 2.4435 1.9766 -0.006
C 2.4373 3.0199 2.1241 -0.243
C 2.2926 4.2580 2.7594 -0.003
C 3.4148 4.9135 3.2268 -0.069
C 1.2979 2.3422 1.6239 -0.038
C 0.3013 1.7578 1.2003 -0.075
H 9.1950 5.7273 1.9007 0.095
H 8.7065 5.9781 3.6043 0.076
H 8.1896 7.1146 2.3539 0.099
H 5.7965 2.6537 2.3575 0.121
H 3.8091 1.4844 1.4858 0.122
H 1.3118 4.6989 2.8718 0.127
H 3.3175 5.8795 3.7040 0.115

=====

(4)
87
Properties=species:S:1:pos:R:3:lowdin_charge:R:1 method="wB97M-V/def2-TZVPD" gap_ev=6.2 total_energy_ha=-3393.13000 largest_force_ev_per_a=1.4 mol_weight_da=846.01 charge=+2 e_above_lowest_kcal_mol=123.58
W 0.5199 -0.9160 0.2229 1.704
O 0.8844 -0.9517 -1.6864 -0.215
C 0.2607 -0.8938 -2.8552 -0.291
C 0.9351 -0.5644 -4.0240 0.024
C 0.2350 -0.5701 -5.2123 -0.003
C -1.1337 -0.8951 -5.2646 -0.030
C -1.7976 -1.2111 -4.1113 0.014
C -1.1053 -1.2097 -2.8780 -0.132
C -1.8190 -1.4307 -1.6894 0.002
N -1.3893 -1.3734 -0.4407 -0.102
C -2.6394 -1.1759 1.7276 -0.140
C -1.6566 -0.1168 2.1883 -0.165
N -0.3161 -0.6029 1.9030 -0.198
C 0.0488 -1.9552 2.0204 -0.223
C 1.3292 -2.3334 2.6847 -0.166
C 1.5774 -2.6632 4.0095 -0.002
C 2.8768 -2.9394 4.4139 -0.047
C 3.9283 -2.8937 3.5075 -0.038
C 3.7047 -2.5635 2.1777 0.013
C 2.4055 -2.2957 1.8109 -0.287
O 2.0748 -1.8812 0.5166 -0.221
H 1.9913 -0.3357 -3.9848 0.131
H 0.7549 -0.3252 -6.1291 0.128
H -1.6501 -0.8945 -6.2135 0.124
H -2.8521 -1.4575 -4.1215 0.135
H -2.8857 -1.6273 -1.7650 0.133
H -2.5761 -2.0708 2.3446 0.126
H -3.6519 -0.7790 1.8067 0.136
H -1.7912 0.0447 3.2584 0.148
H -1.8113 0.8198 1.6586 0.069
H -0.7375 -2.7039 1.9652 0.132
H 0.7652 -2.7125 4.7237 0.125
H 3.0690 -3.1954 5.4464 0.119
H 4.9330 -3.1172 3.8390 0.122
H 4.5057 -2.5275 1.4520 0.131
Cl -6.4159 4.2960 -2.6490 0.742
C -5.2899 3.1176 -2.0952 -0.645
C -3.9308 3.4807 -2.0344 -0.069
C -3.2729 2.3828 -1.5700 0.001
Cl -0.0527 1.5487 -0.1770 0.513
C -3.5368 1.2230 -1.2113 -0.045
O -2.5484 -1.5721 0.3474 -0.136
C -4.8808 0.8610 -1.2742 -0.667
Cl -5.4969 -0.6981 -0.8368 0.719
C -5.7563 1.8466 -1.7266 -0.114
H -3.5599 4.4506 -2.3215 0.111
H -6.8140 1.6349 -1.8000 0.116
C -0.4067 5.2191 -0.8491 -0.087
C 0.8783 4.4367 -1.1651 -0.617
C 0.6161 3.7043 -2.4936 -0.102
C 2.0325 5.4413 -1.3657 -0.068
Si 1.3809 3.2881 0.2649 0.690
C 3.0726 2.4296 0.1164 -0.601
C 4.1554 3.3771 0.6726 -0.058
C 3.4173 2.0876 -1.3420 -0.077
C 3.1172 1.1227 0.9112 -0.092
C 0.9008 3.8154 2.0201 -0.614
C 1.5371 5.1982 2.2780 -0.064
C 1.4292 2.8345 3.0773 -0.084
C -0.6203 3.9227 2.2234 -0.084
H -0.6578 5.8323 -1.7187 0.100
H -0.2945 5.8962 -0.0048 0.075
H -1.2546 4.5583 -0.6552 0.063
H 0.4785 4.4579 -3.2735 0.100
H -0.2968 3.1075 -2.4549 0.048
H 1.4300 3.0580 -2.8080 0.061
H 1.7249 6.1824 -2.1075 0.103
H 2.9381 4.9643 -1.7417 0.071
H 2.2844 5.9835 -0.4528 0.081
H 4.1855 4.3251 0.1347 0.083
H 5.1349 2.9067 0.5566 0.104
H 4.0184 3.5896 1.7331 0.071
H 3.4928 2.9730 -1.9701 0.074
H 2.6885 1.4053 -1.7879 0.064
H 4.3919 1.5934 -1.3654 0.101
H 3.1534 1.2532 1.9900 0.083
H 3.9665 0.5132 0.5972 0.109
H 2.2111 0.5335 0.6855 -0.024
H 2.6221 5.1935 2.1491 0.076
H 1.3363 5.4861 3.3129 0.103
H 1.1221 5.9766 1.6405 0.074
H 2.5182 2.8094 3.1192 0.071
H 1.0567 1.8166 2.9261 0.068
H 1.0806 3.1663 4.0585 0.101
H -1.0946 4.6353 1.5555 0.064
H -0.8084 4.2606 3.2456 0.101
H -1.1159 2.9595 2.1040 0.048